[1]
Molecular formula: C3H10N2O
Method: DFT, ωB97M-V with the def2-TZVPD basis set

Calculated values
E_HOMO ... -8.12 eV
Energy relative to the best compared isomer or geometry (same formula, charge and spin) ... 2.7887 eV
SMILES ... C=CN.NCO
Orbital gap ... 8.98 eV

The geometry in XYZ format:
```
16
C3H10N2O, DFT ωB97M-V with the def2-TZVPD basis set
C 0.49 0.71 2.23
C 1.45 0.14 3.01
N 1.84 0.70 4.20
H 0.25 0.29 1.27
H -0.21 1.16 2.95
H 1.87 -0.82 2.73
H 1.72 1.70 4.20
H 2.51 0.35 4.85
N -0.17 0.15 -2.78
C -1.05 -0.97 -2.73
O -2.31 -0.75 -3.42
H 0.46 0.10 -2.00
H -0.47 1.10 -2.91
H -1.17 -1.35 -1.71
H -0.70 -1.85 -3.29
H -2.47 0.19 -3.23
```

=====

[2]
Molecular formula: C3H13NO2S
Method: DFT, ωB97M-V with the def2-TZVPD basis set

Calculated values
E_HOMO ... -8.17 eV
Energy relative to the best compared isomer or geometry (same formula, charge and spin) ... 2.0354 eV
SMILES ... NCCCS.O.O
Orbital gap ... 8.84 eV

The geometry in XYZ format:
```
20
C3H13NO2S, DFT ωB97M-V with the def2-TZVPD basis set
N -1.81 1.22 -0.18
C -1.27 0.26 -1.19
C 0.11 -0.51 -0.86
C 1.25 0.50 -0.47
S 1.01 2.00 0.64
H -1.30 2.04 -0.43
H -2.71 1.62 -0.47
H -1.04 0.82 -2.06
H -2.10 -0.36 -1.40
H 0.40 -0.81 -1.92
H 0.12 -1.28 -0.12
H 2.20 -0.08 -0.26
H 1.44 0.88 -1.47
H 0.49 1.17 1.75
O 0.18 -4.32 -1.33
H 0.68 -4.08 -2.09
H 0.13 -5.28 -1.29
O -0.28 -0.13 2.63
H -1.02 -0.37 2.05
H -0.59 -0.61 3.52
```

=====

[3]
Molecular formula: C14H28Br4O4
Method: DFT, ωB97M-V with the def2-TZVPD basis set

Calculated values
E_HOMO ... -9.56 eV
Energy relative to the best compared isomer or geometry (same formula, charge and spin) ... 0.4716 eV
SMILES ... CCOC(C)=O.CC(C)=O.CC(C)=O.BrCCBr.BrCCBr
Orbital gap ... 9.86 eV

The geometry in XYZ format:
```
50
C14H28Br4O4, DFT ωB97M-V with the def2-TZVPD basis set
C -18.27 15.99 7.86
C -18.83 16.55 6.55
O -19.05 15.41 5.70
C -19.36 15.67 4.41
C -19.77 14.41 3.73
O -19.38 16.75 3.89
H -19.06 15.50 8.42
H -17.88 16.80 8.48
H -17.38 15.40 7.63
H -19.79 17.04 6.70
H -18.12 17.22 6.07
H -20.09 13.66 4.45
H -18.95 13.91 3.20
H -20.55 14.56 2.99
C -18.50 12.61 -5.82
C -18.68 11.16 -5.47
C -19.79 10.75 -4.58
O -17.91 10.30 -5.87
H -19.21 12.85 -6.61
H -17.51 12.76 -6.25
H -18.60 13.23 -4.93
H -19.45 10.94 -3.55
H -20.04 9.70 -4.60
H -20.64 11.43 -4.68
C -16.62 11.57 0.18
C -18.01 12.20 0.28
C -19.20 11.68 -0.47
O -18.14 13.15 1.03
H -15.97 12.37 0.50
H -16.48 11.27 -0.85
H -16.61 10.69 0.83
H -19.09 11.88 -1.54
H -20.17 12.06 -0.18
H -19.16 10.62 -0.20
Br -13.89 7.21 -2.85
C -15.32 8.37 -2.19
C -16.65 7.90 -2.79
Br -18.14 8.92 -2.11
H -15.04 9.37 -2.49
H -15.41 8.30 -1.11
H -16.78 6.85 -2.57
H -16.57 8.07 -3.87
Br -22.95 12.76 -0.62
C -23.75 14.33 -1.49
C -22.87 15.57 -1.52
Br -21.87 15.96 0.16
H -24.66 14.52 -0.92
H -23.98 14.03 -2.50
H -23.41 16.47 -1.77
H -22.06 15.34 -2.20
```

=====

[4]
Molecular formula: C60H54FI2N8O8TeV
Method: DFT, ωB97M-V with the def2-TZVPD basis set

Calculated values
E_HOMO (spin up / spin down) ... -4.82 / -4.98 eV
Energy relative to the best compared isomer or geometry (same formula, charge and spin) ... 0.0000 eV
Net charge ... -1
Expectation value of S² ... 0.781
2S+1 ... 2
Orbital gap (spin up / spin down) ... 6.66 / 6.82 eV

The geometry in XYZ format:
```
135
C60H54FI2N8O8TeV, DFT ωB97M-V with the def2-TZVPD basis set
V -1.88 0.69 0.73
I -6.89 -0.25 -4.80
C -5.23 -0.27 -3.52
C -4.78 -1.47 -3.00
C -3.69 -1.47 -2.14
I -2.97 -3.24 -1.32
C -3.05 -0.29 -1.77
O -2.03 -0.28 -0.95
C -3.53 0.92 -2.31
C -2.87 2.18 -1.84
N -3.06 2.35 -0.39
C -4.47 2.49 -0.03
C -5.06 1.16 0.35
C -6.42 0.88 0.22
C -6.89 -0.35 0.65
C -5.99 -1.25 1.21
C -4.66 -0.90 1.30
N -4.21 0.28 0.86
C -4.61 0.93 -3.17
H -5.26 -2.40 -3.26
H -3.30 3.04 -2.38
H -1.80 2.15 -2.03
H -2.54 3.15 -0.05
H -5.04 2.93 -0.85
H -4.53 3.14 0.84
H -7.08 1.61 -0.22
H -7.93 -0.60 0.55
H -6.32 -2.23 1.56
H -3.91 -1.58 1.71
H -4.99 1.87 -3.57
C -1.23 -8.44 -2.06
O -0.32 -7.37 -1.94
C 0.15 -7.09 -0.69
C 0.95 -5.95 -0.58
C 1.46 -5.57 0.64
C 1.20 -6.34 1.78
C 0.46 -7.50 1.66
C -0.09 -7.87 0.43
N 1.80 -6.06 3.06
N 1.67 -4.98 3.66
C 0.79 -3.93 3.18
C 1.32 -2.71 2.90
C 0.54 -1.68 2.35
C -0.82 -1.85 2.14
O -1.57 -0.91 1.62
C -1.42 -3.08 2.59
N -2.78 -3.18 2.54
C -3.34 -4.28 2.97
C -2.63 -5.37 3.51
C -1.27 -5.28 3.57
C -0.61 -4.12 3.10
H -1.54 -8.45 -3.11
H -2.11 -8.29 -1.43
H -0.76 -9.40 -1.81
H 1.14 -5.36 -1.47
H 2.07 -4.68 0.72
H 0.30 -8.12 2.53
H -0.69 -8.77 0.37
H 2.38 -2.54 3.06
H 0.97 -0.72 2.12
H -4.43 -4.32 2.92
H -3.16 -6.24 3.87
H -0.68 -6.08 4.00
F -0.28 -1.65 5.26
C -0.09 -0.32 5.16
C -1.10 0.51 4.91
N -0.93 1.87 4.84
C -2.07 2.73 4.53
C -2.56 2.55 3.08
O -3.23 3.44 2.57
O -2.17 1.45 2.57
C 0.31 2.45 5.00
O 0.51 3.65 4.95
N 1.33 1.55 5.23
C 1.27 0.17 5.33
O 2.26 -0.50 5.55
H -2.10 0.13 4.73
H -1.74 3.76 4.65
H -2.89 2.54 5.22
H 2.25 1.96 5.31
C 5.06 4.01 -7.27
C 4.15 3.51 -6.19
C 3.23 4.35 -5.58
C 2.38 3.90 -4.57
C 1.42 4.89 -3.95
C 2.45 2.57 -4.16
Te 1.15 1.87 -2.63
N -0.46 1.60 0.56
C 0.53 2.09 1.37
O 1.07 1.46 2.26
C 0.94 3.53 1.14
C 0.28 4.35 0.23
C 0.68 5.67 0.07
C 1.73 6.18 0.82
C 2.39 5.36 1.73
C 1.99 4.04 1.89
C 2.62 1.16 -1.29
C 2.55 -0.17 -0.86
C 1.49 -1.13 -1.32
C 3.52 -0.62 0.03
C 4.52 0.20 0.53
C 5.51 -0.30 1.54
C 4.56 1.52 0.08
C 3.63 2.01 -0.83
C 3.75 3.44 -1.28
C 3.35 1.69 -4.78
C 3.44 0.23 -4.42
C 4.19 2.18 -5.78
H 4.96 5.08 -7.41
H 4.84 3.52 -8.23
H 6.11 3.80 -7.03
H 3.18 5.39 -5.88
H 1.68 5.91 -4.24
H 1.41 4.82 -2.87
H 0.40 4.69 -4.29
H -0.52 3.94 -0.36
H 0.16 6.30 -0.65
H 2.04 7.21 0.69
H 3.20 5.75 2.32
H 2.48 3.39 2.60
H 0.49 -0.79 -1.06
H 1.64 -2.10 -0.85
H 1.52 -1.26 -2.41
H 3.47 -1.65 0.37
H 5.32 -1.34 1.80
H 5.46 0.29 2.46
H 6.54 -0.22 1.16
H 5.33 2.18 0.45
H 4.51 3.96 -0.69
H 2.80 3.97 -1.16
H 4.03 3.50 -2.33
H 2.48 -0.26 -4.57
H 3.71 0.09 -3.37
H 4.20 -0.26 -5.03
H 4.90 1.50 -6.25
```

=====

[5]
Molecular formula: C25H21GaN6O2SeTe
Method: DFT, ωB97M-V with the def2-TZVPD basis set

Calculated values
E_HOMO ... -7.72 eV
Energy relative to the best compared isomer or geometry (same formula, charge and spin) ... 4.7690 eV
Orbital gap ... 6.78 eV

The geometry in XYZ format:
```
57
C25H21GaN6O2SeTe, DFT ωB97M-V with the def2-TZVPD basis set
Ga 1.29 -1.14 -1.27
O 3.23 -0.96 -2.08
N 3.38 -0.83 -3.34
N 2.28 -0.79 -3.97
O 1.12 -0.89 -3.36
C 2.31 -0.66 -5.40
C 3.46 -0.22 -6.04
C 3.47 -0.14 -7.42
C 2.34 -0.48 -8.15
C 1.19 -0.90 -7.50
C 1.17 -0.99 -6.11
H 4.33 0.05 -5.46
H 4.36 0.20 -7.93
H 2.35 -0.43 -9.23
H 0.30 -1.16 -8.06
H 0.29 -1.32 -5.58
N -2.92 -0.51 9.65
C -2.47 -0.46 8.59
C -1.91 -0.39 7.27
C -1.37 -1.54 6.69
C -0.86 -1.48 5.41
C -0.89 -0.29 4.69
C -1.43 0.85 5.27
C -1.94 0.80 6.56
C -0.40 -0.24 3.28
C -1.30 -0.20 2.27
C -2.76 -0.15 2.37
C -3.21 -0.20 1.10
C -2.02 -0.30 0.25
N -0.91 -0.29 0.92
C 1.05 -0.27 3.10
C 1.99 -0.96 3.83
C 3.26 -0.75 3.24
C 3.09 0.09 2.17
N 1.75 0.38 2.09
H -1.36 -2.47 7.24
H -0.46 -2.37 4.95
H -1.45 1.78 4.72
H -2.36 1.69 7.02
H -3.33 -0.09 3.28
H -4.23 -0.20 0.76
H -2.02 -0.39 -0.83
H 1.78 -1.59 4.67
H 4.20 -1.18 3.55
H 3.78 0.54 1.48
C -3.62 1.16 -3.53
Te -1.70 0.25 -3.75
C -0.73 1.87 -2.75
H -3.68 2.08 -4.10
H -3.81 1.37 -2.47
H -4.38 0.46 -3.89
H -1.33 2.16 -1.89
H -0.61 2.71 -3.42
H 0.24 1.53 -2.41
Se -0.41 3.68 1.04
C 0.58 2.28 1.24
N 1.29 1.32 1.26
```

=====

[6]
Molecular formula: C3H8N2O2
Method: DFT, ωB97M-V with the def2-TZVPD basis set

Calculated values
E_HOMO ... -9.73 eV
Energy relative to the best compared isomer or geometry (same formula, charge and spin) ... 0.5847 eV
SMILES ... NC(=O)NCCO
Orbital gap ... 10.49 eV

The geometry in XYZ format:
```
15
C3H8N2O2, DFT ωB97M-V with the def2-TZVPD basis set
N 2.31 0.94 -0.21
C 0.95 0.83 -0.27
O 0.23 1.73 0.13
N 0.53 -0.38 -0.84
C -0.86 -0.83 -0.60
C -1.30 -0.73 0.87
O -1.86 0.51 1.19
H 2.61 1.61 0.48
H 2.84 0.08 -0.25
H 0.78 -0.35 -1.81
H -0.90 -1.87 -0.93
H -1.58 -0.25 -1.19
H -0.45 -0.99 1.52
H -2.08 -1.47 1.05
H -1.23 1.18 0.86
```